Record 1
{"formula": "C17H19FN4O3S", "method": "ωB97M-V with the def2-TZVPD basis set", "elements": ["C", "C", "O", "C", "C", "N", "C", "S", "C", "C", "C", "C", "C", "F", "C", "C", "N", "C", "C", "C", "O", "N", "C", "O", "N", "C", "H", "H", "H", "H", "H", "H", "H", "H", "H", "H", "H", "H", "H", "H", "H", "H", "H", "H", "H"], "positions_angstrom": [[-4.664, -2.045, 1.077], [-3.551, -2.976, 0.601], [-2.460, -2.308, 0.007], [-2.727, -1.747, -1.258], [-1.398, -1.268, -1.847], [-0.784, -0.309, -0.973], [0.194, -0.517, -0.067], [0.987, -2.043, 0.098], [2.322, -1.560, 1.266], [3.421, -0.839, 0.560], [4.286, -1.534, -0.279], [5.298, -0.877, -0.951], [5.432, 0.489, -0.776], [6.419, 1.139, -1.428], [4.583, 1.207, 0.045], [3.575, 0.534, 0.712], [0.475, 0.557, 0.658], [-0.376, 1.503, 0.210], [-1.187, 1.001, -0.799], [-2.196, 1.790, -1.430], [-2.979, 1.471, -2.302], [-2.198, 3.077, -0.886], [-1.406, 3.629, 0.104], [-1.544, 4.778, 0.456], [-0.465, 2.786, 0.657], [0.421, 3.266, 1.694], [-5.394, -2.615, 1.645], [-5.171, -1.576, 0.237], [-4.250, -1.268, 1.715], [-3.959, -3.719, -0.101], [-3.115, -3.501, 1.454], [-3.412, -0.892, -1.183], [-3.173, -2.497, -1.928], [-0.713, -2.112, -1.956], [-1.586, -0.796, -2.814], [1.852, -0.943, 2.028], [2.664, -2.504, 1.689], [4.160, -2.599, -0.407], [5.977, -1.404, -1.602], [4.718, 2.272, 0.155], [2.894, 1.074, 1.350], [-2.884, 3.715, -1.273], [0.072, 4.250, 2.000], [0.402, 2.574, 2.535], [1.440, 3.338, 1.310]], "mulliken_charge": [-1.132, -0.386, -0.156, -0.343, -1.384, 0.188, -0.047, -0.117, -1.190, 0.280, -0.371, -0.606, 0.389, -0.329, -0.644, 0.028, -0.317, 0.741, 0.320, 0.008, -0.677, -0.052, 0.454, -0.663, -0.024, -0.985, 0.409, 0.315, 0.282, 0.341, 0.289, 0.361, 0.399, 0.460, 0.375, 0.399, 0.559, 0.372, 0.428, 0.428, 0.387, 0.238, 0.411, 0.321, 0.238], "charge": 0, "homo_ev": -8.0, "e_above_lowest_kj_mol": 0.0, "e_lumo_ev": 0.52, "homo_lumo_gap_ha": 0.315}

=====

Record 2
{"formula": "C4H4S2", "method": "ωB97M-V with the def2-TZVPD basis set", "elements": ["C", "C", "S", "C", "C", "S", "H", "H", "H", "H"], "positions_angstrom": [[0.624, -1.333, 0.283], [-0.694, -1.319, 0.297], [-1.667, 0.025, -0.274], [-0.619, 1.348, 0.262], [0.718, 1.324, 0.298], [1.656, -0.032, -0.282], [1.112, -2.316, 0.447], [-1.211, -2.211, 0.565], [-1.172, 2.252, 0.454], [1.260, 2.263, 0.599]], "mulliken_charge": [-0.231, -0.295, -0.165, -0.322, -0.189, -0.158, 0.306, 0.377, 0.346, 0.330], "charge": 0, "homo_ev": -7.8, "e_above_lowest_kj_mol": 78.3, "e_lumo_ev": 0.74, "homo_lumo_gap_ha": 0.313}

=====

Record 3
{"formula": "C29H21BaN6O2S", "method": "ωB97M-V with the def2-TZVPD basis set", "elements": ["Ba", "O", "C", "O", "C", "C", "C", "C", "C", "C", "C", "C", "C", "N", "H", "H", "H", "H", "H", "H", "N", "C", "C", "C", "C", "C", "C", "S", "N", "C", "C", "C", "C", "C", "C", "N", "H", "H", "H", "H", "H", "H", "H", "H", "H", "N", "C", "N", "C", "C", "C", "C", "C", "C", "H", "H", "H", "H", "H", "H"], "positions_angstrom": [[-0.276, 0.146, 0.161], [2.352, -0.357, 0.484], [2.092, -1.090, -0.503], [1.563, -0.678, -1.565], [1.964, -2.572, -0.246], [2.960, -3.543, -0.458], [2.654, -4.844, -0.196], [1.365, -5.180, 0.280], [0.978, -6.510, 0.569], [-0.278, -6.781, 1.031], [-1.202, -5.732, 1.227], [-0.857, -4.439, 0.957], [0.436, -4.133, 0.474], [0.755, -2.835, 0.201], [3.933, -3.244, -0.824], [3.383, -5.631, -0.347], [1.697, -7.306, 0.419], [-0.571, -7.798, 1.253], [-2.191, -5.962, 1.602], [-1.557, -3.626, 1.113], [-5.190, 1.180, 0.218], [-5.224, 2.593, 0.361], [-6.166, 3.349, -0.316], [-6.176, 4.728, -0.166], [-5.224, 5.352, 0.627], [-4.257, 4.595, 1.273], [-4.276, 3.213, 1.160], [-3.130, 2.199, 2.033], [-2.981, 0.876, 0.962], [-3.998, 0.505, 0.275], [-3.900, -0.771, -0.502], [-5.020, -1.535, -0.792], [-4.860, -2.722, -1.493], [-3.590, -3.107, -1.883], [-2.525, -2.287, -1.538], [-2.668, -1.149, -0.863], [-5.852, 0.826, -0.455], [-6.898, 2.860, -0.949], [-6.926, 5.315, -0.677], [-5.229, 6.427, 0.741], [-3.496, 5.072, 1.877], [-6.005, -1.246, -0.449], [-5.717, -3.341, -1.722], [-3.415, -4.021, -2.431], [-1.510, -2.561, -1.805], [2.269, 4.183, -0.481], [1.882, 2.920, -0.191], [0.578, 2.786, -0.158], [0.068, 4.048, -0.451], [-1.251, 4.481, -0.568], [-1.462, 5.809, -0.876], [-0.391, 6.698, -1.066], [0.920, 6.283, -0.958], [1.125, 4.942, -0.650], [3.222, 4.491, -0.563], [2.587, 2.118, -0.023], [-2.082, 3.804, -0.420], [-2.475, 6.177, -0.977], [-0.602, 7.731, -1.308], [1.743, 6.967, -1.111]], "mulliken_charge": [1.710, -0.650, -0.509, -0.691, 0.956, -0.504, -0.578, 1.137, -0.733, -0.603, -0.639, -0.432, -0.176, -0.019, 0.439, 0.446, 0.393, 0.396, 0.405, 0.505, -0.161, 0.486, -0.708, -0.658, -0.670, -0.469, 0.364, -0.149, -0.274, 0.632, 0.078, -0.509, -0.528, -0.725, -0.352, 0.013, 0.210, 0.364, 0.392, 0.453, 0.408, 0.481, 0.449, 0.449, 0.515, 0.009, -0.579, -0.095, 0.263, -0.294, -0.717, -0.422, -1.085, 0.533, 0.207, 0.520, 0.475, 0.468, 0.389, 0.386], "charge": 1, "homo_ev": -10.7, "e_lumo_ev": -2.99, "homo_lumo_gap_ha": 0.283}

=====

Record 4
{"formula": "H2N2O3Si", "method": "ωB97M-V with the def2-TZVPD basis set", "elements": ["O", "Si", "H", "H", "O", "N", "N", "O"], "positions_angstrom": [[1.557, 0.191, -0.486], [0.216, -0.026, 0.157], [0.234, -0.940, 1.260], [-1.056, 0.452, -0.227], [4.321, -1.606, -0.523], [4.381, -0.547, -0.021], [5.011, 0.422, 0.174], [4.895, 1.613, 0.476]], "mulliken_charge": [-0.326, 0.475, -0.078, -0.067, -0.485, 0.664, 0.293, -0.476], "charge": 0, "homo_ev": -9.5, "e_above_lowest_kj_mol": 217.0, "e_lumo_ev": -0.61, "homo_lumo_gap_ha": 0.328}